A:
{"formula": "C5H7N", "method": "ωB97M-V/def2-TZVPD", "homo_ev": [-9.06, -8.22], "gap_ev": [9.5, 8.3], "symbols": ["C", "C", "C", "C", "C", "N", "H", "H", "H", "H", "H", "H", "H"], "coordinates": [[0.339, 1.256, 0.044], [1.224, 0.063, -0.196], [0.428, -1.190, -0.106], [-0.948, -0.825, 0.340], [-0.930, 0.532, -0.243], [0.587, -0.494, -1.386], [0.483, 1.968, -0.775], [0.394, 1.802, 0.998], [2.294, 0.092, 0.002], [0.859, -2.176, 0.063], [-1.091, -0.615, 1.406], [-1.749, -1.484, -0.010], [-1.884, 1.086, -0.138]]}



B:
{"formula": "C5H7N", "method": "ωB97M-V/def2-TZVPD", "homo_ev": [-7.33, -8.16], "gap_ev": [6.6, 7.8], "symbols": ["C", "C", "C", "N", "C", "C", "H", "H", "H", "H", "H", "H", "H"], "coordinates": [[1.807, -0.056, -0.156], [0.423, -0.122, -0.040], [-0.409, -1.206, -0.377], [-1.678, -0.756, -0.364], [-1.703, 0.578, 0.086], [-0.429, 0.977, 0.338], [1.712, 1.516, 1.158], [2.404, -0.968, -0.101], [2.300, 0.806, -0.588], [-0.163, -2.170, -0.806], [-2.488, -1.356, -0.460], [-2.661, 1.040, 0.292], [0.884, 1.716, 1.017]]}



The most stable structure shown above is A; the least stable is B.